# 1
19
Properties=species:S:1:pos:R:3 method="wB97M-V/def2-TZVPD" multiplicity=1 e_lumo_ev=0.638 homo_lumo_gap_ev=7.640
C -1.44052 0.41278 0.34683
N -1.05114 -0.99383 0.42742
N 0.12280 -0.66260 -1.71550
C 0.18339 -1.44327 -0.57690
C 0.71464 0.36996 -0.91765
C -0.13917 1.04771 -0.01894
N -1.11007 -1.59449 1.71101
N 1.86079 0.96632 -1.42953
N 0.35135 2.01657 0.81700
O 0.55073 -2.60567 -0.49669
H 0.70170 -1.00725 -2.47215
H -2.07318 -1.91081 1.83735
H -0.56421 -2.45913 1.64109
H 1.93794 1.96209 -1.27306
H 2.70131 0.41631 -1.30866
H 1.35866 2.12785 0.83002
H -0.06983 2.05054 1.73918
H -2.19227 0.52203 -0.43536
H -1.84294 0.78490 1.29454

=====

# 2
19
Properties=species:S:1:pos:R:3 method="wB97M-V/def2-TZVPD" multiplicity=1 e_lumo_ev="-6.829 / -6.279" charge=+2 homo_lumo_gap_ev="6.496 / 7.177"
C -4.77113 1.26566 1.69173
C -4.74507 0.07518 2.43536
C -5.64935 -1.50463 0.41089
C -4.85660 2.01891 -0.70168
N -5.77707 -2.48108 -0.37139
N -4.86691 1.40819 0.39700
N -5.93910 2.24063 -1.41242
N -5.70634 -3.18473 -1.25709
N 14.61621 -1.56156 -0.88466
S -5.27826 -1.50994 1.99404
H -4.63289 2.25214 2.17694
H -4.40094 0.20470 3.38169
H -3.78542 2.27362 -1.15359
H -6.86845 2.21756 -0.89496
H -6.11295 2.48205 -2.44126
H 14.64406 -0.65085 -1.34671
H 13.79760 -2.16905 -1.09430
H 14.84524 -1.22190 0.08765
H 15.48736 -2.15490 -1.01723

=====

Which strongest force on any atom belongs to each record? In order, 6.9 4.1 eV/A.
Which relative energy (zero: lowest compared OMol25 entry of this formula, charge and spin) belongs to each record? In order, 30.2 63.4 kcal per mole.
Which molar mass belongs to each record? In order, 143.15 159.22 g/mol.